Density functional theory data (ωB97M-V/def2-TZVPD) for an isolated ion of composition C25H33O and charge +1.

Each line ends with the natural charge from an NBO analysis.
Positions of all 59 atoms, in Å:
C (3.39664, -2.37256, -3.73691)  -0.405
C (3.93843, -1.01916, -3.27828)  -0.401
C (3.01863, -0.16929, -2.37503)  -0.398
C (1.62892, 0.10607, -3.00853)  -0.403
C (0.59874, 0.46675, -1.91780)  -0.546
C (0.19349, -0.53688, -0.87500)  0.565
C (-0.22440, -0.09836, 0.43655)  -0.586
C (-0.15001, -1.95417, -1.25664)  -0.540
C (0.74090, -2.78499, -2.20090)  -0.404
C (2.12452, -3.04731, -1.56004)  -0.400
C (3.20730, -3.38496, -2.60752)  -0.400
H (2.46789, -2.23777, -4.29452)  0.188
H (4.10361, -2.79449, -4.45832)  0.230
H (4.88316, -1.15806, -2.72712)  0.216
H (4.13463, -0.39035, -4.16072)  0.213
H (2.92000, -0.59880, -1.36005)  0.186
H (3.48535, 0.83093, -2.21796)  0.218
H (1.79932, 0.97124, -3.68234)  0.234
H (1.27816, -0.67146, -3.70790)  0.213
H (1.00538, 1.38300, -1.43020)  0.245
H (-0.32865, 0.72796, -2.44623)  0.301
H (0.07686, -0.91554, 1.17956)  0.288
H (0.14953, 0.91045, 0.65872)  0.263
H (-0.24253, -2.56369, -0.33175)  0.235
H (-1.12381, -1.87913, -1.77147)  0.290
H (0.30650, -3.79461, -2.33745)  0.233
H (0.77057, -2.39346, -3.23478)  0.215
H (2.43650, -2.21822, -0.89536)  0.187
H (1.99106, -3.92048, -0.88132)  0.217
H (2.90219, -4.35261, -3.03943)  0.213
H (4.15494, -3.52846, -2.06356)  0.217
C (-0.34983, 2.80832, 6.91214)  -0.262
O (-0.27505, 1.47380, 6.42078)  -0.475
C (-0.79478, 1.23423, 5.18075)  0.345
C (-0.64013, -0.05836, 4.64754)  -0.250
C (-1.06818, -0.37455, 3.38160)  -0.163
C (-1.67186, 0.60941, 2.57597)  -0.148
C (-1.76284, 0.27153, 1.12096)  -0.096
C (-2.48269, 1.14584, 0.16748)  -0.002
C (-3.14523, 0.44047, -0.84083)  -0.243
C (-3.93831, 1.13247, -1.74266)  -0.184
C (-4.04571, 2.52209, -1.70746)  -0.199
C (-3.28203, 3.20575, -0.74740)  -0.188
C (-2.46464, 2.53491, 0.16916)  -0.236
C (-1.99692, 1.84781, 3.15051)  -0.118
C (-1.58177, 2.15688, 4.44234)  -0.311
H (0.15478, 2.74231, 7.89166)  0.216
H (0.19893, 3.49372, 6.26753)  0.186
H (-1.37433, 3.15428, 7.06867)  0.185
H (-0.17036, -0.80525, 5.28022)  0.238
H (-0.87527, -1.37401, 2.96193)  0.208
H (-2.13075, -0.82069, 1.05275)  0.229
H (-3.12801, -0.66415, -0.87917)  0.215
H (-4.46291, 0.56899, -2.52125)  0.224
H (-4.74803, 3.04895, -2.35633)  0.236
H (-3.30716, 4.29502, -0.73124)  0.227
H (-1.85849, 3.09241, 0.88554)  0.228
H (-2.58758, 2.60267, 2.62343)  0.221
H (-1.85461, 3.10360, 4.90767)  0.233

Atomic forces in eV per Å
C 0.224 0.040 0.247
C -0.029 0.602 0.280
C -0.109 0.281 0.032
C 0.566 0.014 -0.327
C 1.040 0.462 0.207
C -1.973 0.037 -0.827
C 1.730 0.212 1.485
C 0.695 -0.673 0.306
C 0.352 -0.428 -0.177
C -0.083 -0.155 0.160
C -0.333 -0.295 0.427
H 0.032 -0.044 -0.035
H -0.047 0.038 0.090
H -0.156 0.016 -0.375
H 0.211 -0.290 0.145
H 0.054 0.251 -0.607
H -0.124 -0.677 -0.058
H -0.531 -0.191 0.512
H 0.191 0.247 0.659
H -0.688 -0.528 -0.120
H -0.408 0.086 0.341
H -0.145 1.297 -0.993
H 0.715 -0.506 -0.014
H -0.389 0.507 -0.456
H -0.140 0.269 0.413
H -0.261 0.595 0.208
H 0.126 -0.010 0.827
H -0.215 -0.490 -0.430
H 0.235 0.484 -0.373
H 0.348 0.201 0.045
H -0.201 -0.083 -0.317
C 0.485 -0.229 0.896
O -0.533 -0.215 -1.191
C -0.898 0.307 -0.221
C 0.330 -0.138 0.770
C 0.075 0.495 -0.164
C 0.858 0.009 -0.350
C -1.078 -2.880 -0.442
C 0.291 -0.876 -0.281
C -0.711 0.220 -0.193
C -0.219 -0.261 -0.855
C 0.350 -0.072 0.923
C -0.021 0.287 -0.372
C -0.430 0.161 -0.368
C 0.131 0.014 0.035
C 0.591 -0.402 0.782
H -0.279 0.250 -0.480
H -0.044 0.052 -0.084
H 0.015 -0.132 -0.109
H 0.038 0.070 -0.105
H -0.141 0.457 0.368
H -0.115 1.858 0.049
H 0.046 0.749 0.134
H 0.053 0.230 0.348
H 0.428 -0.135 0.111
H -0.027 -0.240 0.044
H -0.234 -0.157 -0.388
H 0.290 -0.486 0.196
H 0.061 -0.205 -0.328

Properties
Lowest unoccupied orbital energy = -5.26 eV
Charge = +1
HOMO energy = -11.15 eV
Orbital gap = 5.886 eV



Density functional theory data (ωB97M-V/def2-TZVPD) for C25H34F4InN5O3 as an isolated structure.

Each line ends with the Mulliken charge.
Positions of all 72 atoms, in Å:
In (0.60913, -1.30174, 0.58795)  1.922
C (-1.58321, -2.92886, 2.02234)  -1.037
N (-0.37468, -3.21115, 1.22006)  -0.014
C (-0.68960, -4.14115, 0.11655)  -1.046
C (0.73125, -3.72385, 2.07865)  -1.216
C (1.13915, -2.69323, 3.13673)  -0.521
N (1.39209, -1.41056, 2.46949)  -0.125
C (1.48561, -0.24608, 3.21602)  0.056
C (1.16548, 0.97617, 2.62505)  0.566
F (0.61664, 0.94150, 1.34734)  -0.354
C (1.28294, 2.19679, 3.25118)  -0.077
F (0.94030, 3.29387, 2.57668)  -0.283
C (1.74425, 2.26876, 4.54933)  -0.499
C (2.05767, 1.07393, 5.17144)  0.125
F (2.51809, 1.07944, 6.41517)  -0.280
C (1.93000, -0.15304, 4.53680)  0.249
F (2.29504, -1.25584, 5.20389)  -0.311
H (-1.83677, -3.79233, 2.64182)  0.333
H (-2.41682, -2.72133, 1.35340)  0.364
H (-1.42371, -2.06884, 2.67218)  0.409
H (-1.05821, -5.09287, 0.50616)  0.420
H (0.20832, -4.33400, -0.47115)  0.372
H (-1.45442, -3.70329, -0.52306)  0.329
H (1.57714, -3.94279, 1.42055)  0.399
H (0.43270, -4.65559, 2.56618)  0.484
H (2.03270, -3.07193, 3.63269)  0.481
H (0.36470, -2.60531, 3.90383)  0.493
H (1.85454, 3.21415, 5.06003)  0.552
C (-5.53706, 3.98259, -1.99266)  -1.064
C (-5.70279, 2.63787, -1.30122)  -0.719
N (-4.74509, 1.62097, -1.76867)  0.150
C (-5.24278, 0.57387, -2.65963)  -0.639
C (-5.54350, 1.07454, -4.06610)  -1.143
C (-3.48095, 1.73789, -1.34663)  0.328
O (-3.07552, 2.59881, -0.57945)  -0.640
C (-2.43528, 0.73404, -1.79172)  -0.645
C (-2.02956, 0.52013, -3.10093)  0.600
C (-0.91636, -0.27225, -3.35609)  -1.340
C (-0.22596, -0.82275, -2.30092)  -0.377
N (-0.62007, -0.61707, -1.02679)  -0.300
C (-1.69662, 0.14590, -0.78068)  0.126
H (-6.28678, 4.67837, -1.61722)  0.392
H (-5.66911, 3.89515, -3.07104)  0.278
H (-4.55395, 4.40162, -1.78726)  0.311
H (-6.69748, 2.23074, -1.47952)  0.405
H (-5.56853, 2.75032, -0.22550)  0.383
H (-6.15068, 0.17040, -2.20818)  0.395
H (-4.52045, -0.24144, -2.68547)  0.403
H (-6.38747, 1.76327, -4.06765)  0.350
H (-5.79728, 0.23844, -4.71739)  0.383
H (-4.68745, 1.60017, -4.49251)  0.316
H (-2.56729, 0.97950, -3.92054)  0.509
H (-0.57997, -0.45550, -4.36650)  0.468
H (0.66263, -1.42247, -2.44963)  0.648
H (-1.96317, 0.32549, 0.25422)  0.640
O (3.78334, -1.14023, -2.15125)  -0.724
C (3.34698, -0.56572, -1.17031)  0.170
O (2.33581, -0.90962, -0.46670)  -0.523
C (4.09311, 0.66899, -0.64862)  -0.328
N (5.14876, 0.97895, -1.68021)  -0.041
C (6.47912, 1.08273, -0.98559)  -0.612
C (6.31828, 0.13046, 0.18613)  -0.764
C (4.87582, 0.37056, 0.64590)  -0.401
H (3.40751, 1.50651, -0.53826)  0.389
H (4.93143, 1.79699, -2.24556)  0.347
H (5.10552, 0.14161, -2.29751)  0.459
H (6.60400, 2.11304, -0.65700)  0.329
H (7.26858, 0.82692, -1.68714)  0.393
H (7.04082, 0.34611, 0.96929)  0.414
H (6.46502, -0.90149, -0.13481)  0.310
H (4.82238, 1.22483, 1.31979)  0.406
H (4.45176, -0.49006, 1.16020)  0.169

Atomic forces in eV per Å
In 0.282 0.153 -0.071
C -0.086 -0.007 -0.021
N 0.187 -0.073 -0.212
C 0.078 -0.153 0.071
C -0.057 0.072 0.236
C 0.066 0.026 -0.243
N -0.332 -0.047 0.407
C 0.143 -0.073 -0.036
C -0.116 0.059 0.053
F 0.087 0.076 0.038
C -0.021 0.051 -0.050
F 0.005 -0.016 0.038
C 0.012 -0.077 -0.028
C -0.044 0.017 0.000
F -0.016 0.013 -0.001
C 0.122 0.041 0.002
F 0.001 -0.028 -0.055
H -0.011 -0.014 -0.029
H 0.002 0.023 0.003
H 0.018 -0.023 0.025
H -0.013 0.011 0.010
H -0.005 -0.006 0.007
H 0.007 0.009 0.001
H 0.009 -0.012 0.017
H -0.061 0.008 -0.039
H 0.009 -0.001 -0.014
H -0.006 -0.001 0.003
H -0.005 0.001 0.001
C -0.013 -0.017 0.006
C 0.025 0.042 -0.044
N -0.035 0.036 -0.090
C 0.017 0.047 -0.003
C -0.014 -0.011 0.023
C 0.038 -0.066 0.067
O -0.041 -0.031 0.079
C 0.019 0.018 -0.025
C -0.036 -0.033 -0.015
C -0.008 -0.021 -0.010
C -0.040 -0.007 0.030
N -0.126 0.122 -0.047
C 0.020 -0.013 -0.012
H 0.004 0.007 -0.002
H 0.001 0.001 0.000
H 0.006 -0.001 -0.004
H -0.007 -0.007 0.020
H -0.005 0.002 -0.004
H 0.011 -0.050 -0.004
H 0.002 0.004 0.008
H 0.012 0.016 0.004
H -0.019 0.000 0.007
H -0.005 -0.008 -0.017
H 0.001 -0.006 0.004
H 0.012 0.013 0.002
H 0.014 0.010 0.003
H 0.026 0.039 -0.009
O -0.075 0.046 -0.075
C 0.098 -0.164 -0.020
O -0.172 -0.031 -0.009
C 0.018 -0.053 0.083
N -0.020 -0.045 0.007
C 0.057 -0.019 0.024
C -0.022 0.034 0.019
C 0.009 0.013 -0.002
H 0.017 0.015 -0.071
H 0.006 0.015 0.030
H -0.002 0.048 -0.053
H -0.018 0.006 -0.013
H 0.004 0.008 0.003
H 0.015 -0.036 -0.002
H -0.012 0.004 -0.025
H 0.001 0.012 -0.012
H -0.017 0.036 0.036

Properties
Lowest unoccupied orbital energy = -5.63 eV
Charge = +2
HOMO energy = -13.40 eV
Orbital gap = 7.771 eV